Record 1
ORCA calculation (ωB97M-V with the def2-TZVPD basis set) on an isolated molecule of C8H11N2P.

Summary:
Charge   0
Electronic energy   -20740.53214 eV
Highest occupied orbital energy   -8.40 eV
SMILES string   C=CC/C=N/Pn1cccc1
LUMO level   0.714 eV
Gap between HOMO and LUMO   9.1120 eV

Cartesian coordinates (Å):
C1 2.63820 -0.81854 -1.85835
C2 2.98820 -0.58098 -0.57876
C3 2.20303 0.36877 0.36396
C4 1.30089 -0.51679 1.11237
N1 0.04583 -0.31279 0.93434
P1 -1.34527 -1.19493 1.24538
N2 -2.44548 -0.37298 0.09206
C5 -2.90435 0.91205 -0.04188
C6 -3.86957 0.88255 -0.97904
C7 -4.08543 -0.52697 -1.41250
C8 -3.15953 -1.21033 -0.72372
H1 3.29377 -1.23913 -2.46949
H2 1.80493 -0.21550 -2.19468
H3 3.76732 -1.05418 -0.03228
H4 1.57012 0.88258 -0.38388
H5 2.88390 0.88152 0.98712
H6 1.84460 -1.37108 1.53396
H7 -1.61966 -0.46380 2.33519
H8 -2.47740 1.79692 0.35981
H9 -4.50969 1.62675 -1.28061
H10 -4.74043 -0.83604 -2.21610
H11 -2.98839 -2.28387 -0.66924

Results of the Löwdin charge analysis, in e, for atoms 1 through 6:
1. C 0.042
2. C -0.160
3. C -0.190
4. C -0.253
5. N -0.209
6. P 0.911


Record 2
ORCA calculation (ωB97M-V with the def2-TZVPD basis set) on an isolated molecule of C8H11N3.

Summary:
Charge   0
Electronic energy   -12942.67319 eV
Highest occupied orbital energy   -7.92 eV
SMILES string   CN/N=N/c1ccc(C)cc1
LUMO level   0.971 eV
Gap between HOMO and LUMO   8.8872 eV

Cartesian coordinates (Å):
C1 -4.13877 0.64878 -0.07486
N1 -3.57404 -0.65453 0.16595
N2 -2.28342 -0.87049 0.23192
N3 -1.65408 0.14908 -0.14895
C2 -0.24959 -0.02041 -0.05993
C3 0.49148 1.19319 -0.00117
C4 1.83865 1.13733 0.07323
C5 2.54558 -0.05046 0.00624
C6 4.10094 -0.08826 0.11562
C7 1.78252 -1.27939 -0.06053
C8 0.40631 -1.23908 -0.15660
H1 -3.95872 1.36558 0.76491
H2 -3.79389 0.99922 -1.05070
H3 -5.20546 0.56158 -0.18562
H4 -4.25465 -1.38333 0.40331
H5 -0.06709 2.14065 0.09472
H6 2.27641 2.16410 0.08832
H7 4.53490 -0.66217 -0.71727
H8 4.50008 0.95795 -0.06868
H9 4.52258 -0.62961 1.04519
H10 2.30557 -2.27215 -0.10489
H11 -0.12530 -2.16756 -0.36019

Results of the Löwdin charge analysis, in e, for atoms 1 through 6:
1. C -0.115
2. N -0.122
3. N -0.013
4. N 0.025
5. C -0.264
6. C -0.048


Record 3
ORCA calculation (ωB97M-V with the def2-TZVPD basis set) on an isolated molecule of C8H11N3O.

Summary:
Charge   0
Electronic energy   -14987.80721 eV
Highest occupied orbital energy   -8.15 eV
SMILES string   C=NNc1ccccc1NOC
LUMO level   0.857 eV
Gap between HOMO and LUMO   9.0116 eV

Cartesian coordinates (Å):
C1 2.19908 -1.40103 2.46023
N1 2.57584 -0.35011 1.83951
N2 1.68493 0.57379 1.33331
C2 0.39180 0.15027 1.18273
C3 -0.42678 -0.03127 2.24763
C4 -1.72924 -0.50136 2.15202
C5 -2.28951 -0.63151 0.88590
C6 -1.55856 -0.25527 -0.23587
C7 -0.24049 0.12444 -0.06125
N3 0.56105 0.41544 -1.17553
O1 0.01434 0.14805 -2.43404
C8 0.05212 1.37952 -3.05084
H1 2.99273 -1.91816 2.94544
H2 1.18749 -1.64853 2.54384
H3 2.00688 1.18052 0.62200
H4 0.05126 0.00942 3.30923
H5 -2.37655 -0.63843 3.05209
H6 -3.38041 -0.79489 0.79639
H7 -1.86723 -0.54696 -1.23411
H8 1.47068 0.02015 -1.24396
H9 -0.76895 2.12130 -2.67898
H10 0.10403 1.21498 -4.12664
H11 1.02632 1.96632 -2.74221

Results of the Löwdin charge analysis, in e, for atoms 1 through 6:
1. C -0.046
2. N -0.020
3. N -0.001
4. C -0.285
5. C -0.072
6. C -0.099


Record 4
ORCA calculation (ωB97M-V with the def2-TZVPD basis set) on a cluster of 2 separate species, C8H11N3O in total.

Summary:
Charge   0
Electronic energy   -14989.30652 eV
Highest occupied orbital energy   -9.67 eV
LUMO level   0.548 eV
Gap between HOMO and LUMO   10.2140 eV

Cartesian coordinates (Å):
C1 -2.57743 -0.81583 0.83005
C2 -1.34024 1.96951 -1.32457
C3 -1.52158 -1.40443 -0.02158
C4 2.00003 0.69442 -0.04795
C5 1.36000 -0.09201 -1.25098
C6 0.82759 1.03386 0.92064
C7 0.81995 -1.43158 -0.68615
C8 0.17402 -0.33567 1.41523
N1 -3.45559 -0.31095 1.34846
N2 -2.40465 2.11483 -0.87076
N3 -0.27515 -1.04115 0.28367
O1 -1.83249 -2.03537 -0.97605
H1 2.66749 0.13919 0.43175
H2 2.46977 1.59326 -0.56679
H3 0.68338 0.44373 -1.76135
H4 2.17645 -0.26738 -2.00788
H5 1.34413 1.46289 1.86369
H6 0.02368 1.48762 0.47109
H7 0.24506 -1.99809 -1.47015
H8 1.68346 -2.03979 -0.26920
H9 0.89482 -1.04361 1.90530
H10 -0.79331 -0.04877 2.07688
H11 -3.16937 1.92533 -0.29334

Results of the Löwdin charge analysis, in e, for atoms 1 through 6:
1. C -0.123
2. C 0.000
3. C -0.511
4. C -0.167
5. C -0.173
6. C -0.147


Record 5
ORCA calculation (ωB97M-V with the def2-TZVPD basis set) on an isolated molecule of C8H11N3O3S.

Summary:
Charge   0
Electronic energy   -29916.56140 eV
Highest occupied orbital energy (spin up / spin down)   -7.32 / -7.84 eV
LUMO level (spin up / spin down)   0.172 / 0.419 eV
Gap between HOMO and LUMO (spin up / spin down)   7.4877 / 8.2627 eV

Cartesian coordinates (Å):
C1 -2.89917 -0.03752 -0.84855
C2 -2.76348 1.12785 0.02455
C3 -1.98372 -0.88188 -1.32553
C4 -1.75456 1.48129 0.76260
C5 3.38057 -0.61676 0.48732
C6 -0.49079 -0.92350 -1.15061
C7 0.00952 -0.50876 0.15172
C8 -0.98131 2.31385 1.63230
N1 0.98916 -0.52360 0.88372
N2 4.49094 -1.39961 0.37849
N3 2.20986 -1.24167 0.56155
O1 3.50181 0.62469 0.52876
O2 1.44268 2.44120 -0.26196
O3 2.08012 0.66483 -1.79513
S1 2.51931 1.75655 -0.94194
H1 -3.92436 -0.20687 -1.15519
H2 -3.66289 1.75190 0.05512
H3 -2.34764 -1.66485 -1.98099
H4 -0.12615 -1.92359 -1.42201
H5 -0.01753 -0.21002 -1.84262
H6 -0.08371 2.64428 1.09518
H7 -0.66149 1.74848 2.50962
H8 -1.55422 3.19343 1.95573
H9 4.42487 -2.38459 0.19845
H10 5.36004 -0.93371 0.18549
H11 2.14592 -2.24099 0.41820

Results of the Löwdin charge analysis, in e, for atoms 1 through 6:
1. C -0.122
2. C -0.138
3. C -0.108
4. C -0.018
5. C -0.597
6. C -0.175


Record 6
ORCA calculation (ωB97M-V with the def2-TZVPD basis set) on the ion C8H11N4O with charge +1.

Summary:
Charge   +1
Electronic energy   -16469.62618 eV
Highest occupied orbital energy (spin up / spin down)   -12.26 / -11.90 eV
LUMO level (spin up / spin down)   -5.178 / -5.225 eV
Gap between HOMO and LUMO (spin up / spin down)   7.0828 / 6.6737 eV

Cartesian coordinates (Å):
C1 -0.47097 -2.34470 -0.16975
C2 -0.22644 -1.57620 -1.31957
C3 -0.46166 -0.41047 1.23638
C4 -0.50611 -1.74264 1.11217
C5 -0.32742 -0.21086 -1.11188
C6 -0.49757 0.43331 0.09353
C7 0.31774 2.94684 -1.42069
C8 -0.59522 -2.63323 2.31100
N1 -0.06056 0.71543 -2.13831
N2 -0.84052 1.76312 0.18543
N3 0.63588 1.87738 -2.11158
N4 1.14733 3.91178 -1.09940
O1 -0.33313 2.23846 1.31497
H1 -0.31906 -3.41541 -0.33009
H2 -0.02826 -1.96808 -2.25437
H3 -0.88239 -0.04731 2.16674
H4 0.04180 -3.55073 2.04409
H5 -0.01021 -2.03266 3.16604
H6 -1.69051 -2.88909 2.53947
H7 -0.52673 0.40051 -2.94840
H8 1.43021 1.89807 -2.75252
H9 0.90449 4.54555 -0.39576
H10 2.14557 3.91735 -1.34725
H11 -1.04610 2.75124 1.77689

Results of the Löwdin charge analysis, in e, for atoms 1 through 6:
1. C 0.022
2. C 0.031
3. C 0.022
4. C -0.312
5. C -0.174
6. C -0.197


Record 7
ORCA calculation (ωB97M-V with the def2-TZVPD basis set) on an isolated molecule of C8H11N5.

Summary:
Charge   0
Electronic energy   -15923.99915 eV
Highest occupied orbital energy   -8.64 eV
SMILES string   CCNc1ncnc2c1cnn2C
LUMO level   0.770 eV
Gap between HOMO and LUMO   9.4111 eV

Cartesian coordinates (Å):
C1 -3.30175 1.69144 -0.68226
C2 -2.43698 0.93990 -1.73637
N1 -1.01327 0.90065 -1.51205
C3 -0.51136 0.02547 -0.52206
N2 -1.23997 -0.98473 -0.01345
C4 -0.72247 -1.95213 0.71937
N3 0.50909 -2.01421 1.23213
C5 1.30434 -0.98895 0.73793
C6 0.87496 0.03251 -0.11055
C7 2.01387 0.87396 -0.30902
N4 2.98247 0.43104 0.43156
N5 2.61305 -0.76390 0.98815
C8 3.57067 -1.35783 1.87177
H1 -4.37277 1.28192 -0.85355
H2 -3.01276 1.49878 0.44067
H3 -3.32578 2.90629 -0.89331
H4 -2.70419 1.28536 -2.74129
H5 -2.76924 -0.06517 -1.74645
H6 -0.46576 1.69854 -1.73987
H7 -1.47793 -2.70691 1.01150
H8 2.12651 1.88566 -0.73183
H9 2.93963 -2.01823 2.56132
H10 4.22614 -2.03171 1.21104
H11 4.19351 -0.56774 2.38662

Results of the Löwdin charge analysis, in e, for atoms 1 through 6:
1. C -0.118
2. C -0.293
3. N 0.051
4. C -0.218
5. N 0.103
6. C -0.229


Record 8
ORCA calculation (ωB97M-V with the def2-TZVPD basis set) on an isolated molecule of C8H11N5O3.

Summary:
Charge   0
Electronic energy   -22059.54819 eV
Highest occupied orbital energy   -8.55 eV
SMILES string   Nc1nc2c(ncn2COCCO)c(=O)[nH]1
LUMO level   0.425 eV
Gap between HOMO and LUMO   8.9755 eV

Cartesian coordinates (Å):
N1 1.76301 1.45474 2.03417
C1 1.68434 0.83152 0.88788
N2 0.50809 0.53418 0.20981
C2 0.76751 -0.11053 -0.87332
C3 2.01088 -0.36240 -1.41966
N3 1.78017 -1.28144 -2.57505
C4 0.54809 -1.35950 -2.58047
N4 -0.20528 -0.48776 -1.78043
C5 -1.57669 -0.30969 -1.55276
O1 -1.99357 -0.92544 -0.20527
C6 -2.91363 -0.36857 0.38057
C7 -2.28230 -0.01850 1.80633
O2 -1.35246 1.14214 2.12889
C8 3.35139 -0.45388 -0.94441
O3 4.36391 -0.60883 -1.29588
N5 3.09359 0.27194 0.32798
H1 2.53139 1.57957 2.56515
H2 0.94732 1.74455 2.56449
H3 -0.12541 -1.64594 -3.56838
H4 -2.28988 -0.84200 -2.38782
H5 -1.79195 0.57483 -1.46937
H6 -3.11723 0.75008 0.29473
H7 -3.76532 -0.90199 0.67774
H8 -1.91503 -0.89660 2.25736
H9 -3.05180 0.13082 2.70348
H10 -0.76546 0.71178 1.25892
H11 3.79628 0.84693 0.55532

Results of the Löwdin charge analysis, in e, for atoms 1 through 6:
1. N 0.212
2. C -0.168
3. N 0.147
4. C -0.286
5. C -0.090
6. N 0.147


Record 9
ORCA calculation (ωB97M-V with the def2-TZVPD basis set) on a cluster of 2 separate species, C8H11NO in total.

Summary:
Charge   0
Electronic energy   -12009.94363 eV
Highest occupied orbital energy   -9.44 eV
SMILES string   C[C@H]1[C@H]2CC=C(C#N)[C@@H]12.O
LUMO level   0.355 eV
Gap between HOMO and LUMO   9.7922 eV

Cartesian coordinates (Å):
C1 1.11715 -1.70570 -0.44966
C2 -0.27124 -1.78159 0.13601
C3 -0.64708 -1.17007 1.45529
C4 0.24426 -0.08093 2.04423
C5 0.15461 1.05084 1.05785
C6 -0.68611 0.75791 0.04757
C7 -0.99753 1.61791 -1.06383
N1 -1.55339 2.48349 -1.64450
C8 -1.25904 -0.61944 0.17815
H1 1.56757 -0.71049 -0.34188
H2 1.77533 -2.42743 0.05529
H3 1.10373 -1.95371 -1.52028
H4 -0.76772 -2.73885 -0.04379
H5 -1.25808 -1.76185 2.13679
H6 -0.10684 0.23746 3.03769
H7 1.29003 -0.40546 2.17537
H8 0.74209 1.96587 1.13423
H9 -2.30321 -0.79351 -0.08683
O1 0.74834 2.46330 -3.07235
H10 1.27847 2.57754 -2.27536
H11 -0.17135 2.99474 -2.96000

Results of the Löwdin charge analysis, in e, for atoms 1 through 6:
1. C -0.055
2. C -0.244
3. C -0.190
4. C -0.131
5. C -0.013
6. C -0.205


Record 10
ORCA calculation (ωB97M-V with the def2-TZVPD basis set) on a cluster of 2 separate species, C8H11NO2 in total.

Summary:
Charge   0
Electronic energy   -14055.12976 eV
Highest occupied orbital energy (spin up / spin down)   -8.68 / -8.17 eV
LUMO level (spin up / spin down)   -1.232 / -0.040 eV
Gap between HOMO and LUMO (spin up / spin down)   7.4435 / 8.1279 eV

Cartesian coordinates (Å):
C1 2.92772 -0.19171 -1.27931
C2 2.07032 -1.11994 -1.79256
C3 1.21258 -0.11992 -0.10604
C4 -0.81002 -0.50701 1.33931
C5 -0.65258 -1.96695 1.10997
C6 -1.36366 0.79457 -1.21734
C7 0.43831 1.68415 1.50749
C8 0.24985 0.33742 0.88836
N1 2.42349 0.42734 -0.21273
O1 -1.67802 -0.06803 2.05676
O2 0.96524 -1.04553 -0.96131
H1 3.94809 -0.08348 -1.68400
H2 2.24275 -1.83697 -2.54579
H3 -1.13424 -2.05459 0.10315
H4 -1.28376 -2.56224 1.84697
H5 0.36987 -2.32666 1.09710
H6 -0.55951 1.32996 -1.71326
H7 -2.18688 1.08629 -0.56787
H8 -1.62214 -0.33835 -1.45509
H9 1.02257 1.55426 2.46708
H10 -0.45901 2.15803 1.79395
H11 1.04475 2.32189 0.80490

Results of the Löwdin charge analysis, in e, for atoms 1 through 6:
1. C -0.148
2. C -0.031
3. C -0.409
4. C -0.520
5. C -0.006
6. C 0.113


Record 11
ORCA calculation (ωB97M-V with the def2-TZVPD basis set) on an isolated molecule of C8H11NO2.

Summary:
Charge   0
Electronic energy   -14052.22153 eV
Highest occupied orbital energy   -8.36 eV
SMILES string   C#CCC[C@H]1CC/C1=[N+](\[O-])O
LUMO level   0.776 eV
Gap between HOMO and LUMO   9.1332 eV

Cartesian coordinates (Å):
C1 -0.54796 0.95690 2.88222
C2 -1.12489 0.65357 1.86648
C3 -1.78965 0.48982 0.63681
C4 -1.39617 -0.62433 -0.25548
C5 -0.19709 -0.35297 -1.10947
C6 0.20500 0.95727 -1.77577
C7 1.45119 1.05766 -0.82840
C8 1.10655 -0.30542 -0.43277
N1 1.68958 -1.20915 0.22300
O1 2.78912 -1.22050 0.77066
O2 0.90903 -2.37711 0.30465
H1 -0.13209 1.20881 3.80523
H2 -2.80740 0.32080 0.87849
H3 -1.73936 1.31473 0.03902
H4 -1.14845 -1.46433 0.49864
H5 -2.13389 -0.98156 -0.83909
H6 -0.17938 -1.19092 -1.76803
H7 -0.44259 1.82455 -1.58917
H8 0.34796 1.06625 -2.97874
H9 2.41874 1.34404 -1.25770
H10 1.27696 1.61408 0.06147
H11 1.44479 -3.08220 0.86795

Results of the Löwdin charge analysis, in e, for atoms 1 through 6:
1. C 0.141
2. C -0.130
3. C -0.226
4. C -0.147
5. C -0.247
6. C -0.096


Record 12
ORCA calculation (ωB97M-V with the def2-TZVPD basis set) on an isolated molecule of C8H11NO3.

Summary:
Charge   0
Electronic energy   -16099.71897 eV
Highest occupied orbital energy (spin up / spin down)   -7.77 / -8.66 eV
LUMO level (spin up / spin down)   -1.669 / -0.564 eV
Gap between HOMO and LUMO (spin up / spin down)   6.0996 / 8.0953 eV

Cartesian coordinates (Å):
C1 2.89247 1.98639 1.54216
C2 0.92429 2.34116 -0.22176
C3 -0.00405 -0.05358 0.76937
C4 0.69045 1.02131 0.04180
C5 0.17353 -0.17391 -0.72043
C6 -1.27482 0.35106 1.53420
C7 -1.01723 -0.03564 -1.58293
C8 1.17103 -1.22948 -1.23195
N1 2.06743 2.91231 1.92097
O1 3.86746 1.35286 1.71396
O2 1.20376 3.05501 -1.19870
O3 0.94610 3.15728 1.09319
H1 0.65386 -0.60634 1.46380
H2 -1.45688 1.36285 1.42621
H3 -1.27562 0.04986 2.55476
H4 -2.07504 -0.17074 1.10761
H5 -1.17669 -0.98579 -2.02854
H6 -0.71289 0.64018 -2.36462
H7 -1.94796 0.25340 -0.96100
H8 1.75423 -1.45670 -0.16290
H9 1.71761 -0.84633 -2.04103
H10 0.71902 -2.17841 -1.55784
H11 2.40748 3.84886 2.24719

Results of the Löwdin charge analysis, in e, for atoms 1 through 6:
1. C -0.195
2. C -0.371
3. C -0.211
4. C -0.041
5. C -0.450
6. C -0.026


In kcal/mol, the ΔE to the lowest compared entry with this formula, charge and spin values for the records above are, in order, 3.2 32.3 83.9 49.4 144.8 122.9 21.9 135.0 56.7 114.2 181.3 171.4.